The following is a DFT calculation (ωB97M-V with the def2-TZVPD basis set) of a 2-piece molecular cluster, CH2NO2 overall at a distorted geometry.

XYZ file:
```
6
Properties=species:S:1:pos:R:3:forces:R:3:mulliken_charge:R:1
N 0.363 0.495 0.742 -4.461 2.457 2.632 -0.798
C -0.752 0.999 1.015 2.166 -1.333 -3.972 0.539
O 0.834 -1.452 -0.916 -0.594 1.583 -0.337 -0.798
O -1.891 1.470 0.835 1.963 -0.641 1.634 -0.664
H 0.329 -0.856 -0.258 0.718 -1.054 0.038 0.422
H 1.116 -0.656 -1.418 0.208 -1.012 0.005 0.298
```
Positions in Å, forces in eV/Å.

Calculated values
net charge = -1
E_tot = -244.58772 a.u.
lowest unoccupied orbital energy = 4.55 eV
energy relative to the best compared isomer or geometry (same formula, charge and spin) = 77.8 kJ/mol